[1]
40
Properties=species:S:1:pos:R:3 method="wB97M-V/def2-TZVPD" charge=0 e_above_lowest_kj_mol=62.17 e_homo_ev=-10.3351 total_energy_ha=-996.64258
He -0.615 0.121 -0.064
O 1.913 -1.346 1.044
H 2.331 -0.962 0.273
H 1.866 -0.628 1.675
O -1.429 -0.212 -3.308
H -0.637 -0.650 -2.997
H -2.072 -0.358 -2.614
O 0.909 -1.302 -2.408
H 0.870 -2.159 -1.983
H 1.229 -1.487 -3.291
O -0.481 2.306 -3.541
H -0.705 2.613 -4.420
H -0.758 1.389 -3.530
O -3.404 -0.309 -1.418
H -3.404 0.324 -0.701
H -3.315 -1.159 -0.988
O -0.679 1.334 3.601
H -1.498 0.856 3.734
H -0.769 1.726 2.732
O 0.227 -3.595 -1.072
H 0.473 -4.502 -1.256
H 0.133 -3.561 -0.120
O 2.336 2.078 0.575
H 2.480 2.928 0.158
H 2.889 2.097 1.356
O -0.150 -3.199 2.096
H -0.769 -2.926 2.773
H 0.354 -2.409 1.899
O 1.539 -0.205 3.641
H 0.721 0.281 3.535
H 1.269 -1.055 3.988
O -0.586 2.302 0.938
H -0.362 3.224 0.816
H 0.233 1.833 0.780
O 3.318 -0.118 -0.899
H 2.808 0.238 -1.626
H 3.476 0.633 -0.327
O -3.449 1.697 0.531
H -2.535 1.964 0.638
H -3.760 2.201 -0.221

***

[2]
40
Properties=species:S:1:pos:R:3 method="wB97M-V/def2-TZVPD" charge=0 e_above_lowest_kj_mol=11.23 e_homo_ev=-10.7361 total_energy_ha=-3747.35214
Kr -0.040 0.036 -0.135
O -3.261 2.895 -0.120
H -2.415 3.158 -0.484
H -3.126 2.898 0.828
O -2.958 -0.489 2.536
H -2.120 -0.913 2.352
H -2.954 -0.349 3.483
O -0.679 -2.306 1.976
H -1.154 -2.891 2.566
H -0.977 -2.553 1.101
O 2.764 -2.599 -1.213
H 3.219 -3.093 -1.895
H 1.857 -2.902 -1.261
O 1.011 2.857 1.729
H 0.537 2.906 0.899
H 0.360 2.549 2.360
O -3.356 0.187 -1.285
H -3.474 1.037 -0.861
H -3.063 0.398 -2.171
O -2.654 -2.357 -0.121
H -2.662 -1.400 -0.145
H -2.024 -2.609 -0.796
O 3.219 1.584 0.793
H 2.427 2.110 0.905
H 3.119 0.865 1.417
O 3.190 0.141 -1.675
H 3.204 0.548 -0.809
H 3.184 -0.800 -1.498
O 1.370 2.122 -2.735
H 1.067 1.922 -3.620
H 1.768 1.307 -2.427
O 1.714 -0.791 2.489
H 1.064 -1.476 2.331
H 2.501 -1.097 2.038
O -0.140 3.571 -0.541
H 0.253 3.099 -1.275
H -0.337 4.440 -0.892
O -0.082 -3.704 -1.036
H 0.086 -3.733 -1.978
H -0.441 -4.567 -0.829

***

[3]
38
Properties=species:S:1:pos:R:3 method="wB97M-V/def2-TZVPD" charge=+1 e_above_lowest_kj_mol=572.84 e_homo_ev=-13.1027 total_energy_ha=-897.57703
N 0.401 -0.032 0.122
H 0.117 -0.740 0.657
H -0.272 0.605 0.460
H 0.535 -0.330 -0.675
H 1.267 0.402 0.454
O -0.813 0.233 -3.694
H -1.315 0.015 -2.918
H -0.593 1.140 -3.696
O 1.647 3.092 -1.506
H 1.147 3.149 -2.438
H 2.364 2.357 -1.374
O 2.413 -1.495 0.549
H 2.375 -2.158 1.265
H 3.424 -1.265 0.656
O -2.418 0.756 2.442
H -2.681 1.566 2.285
H -2.177 0.723 3.306
O 1.137 -0.754 -3.000
H 0.416 -0.935 -3.693
H 1.592 -1.680 -2.972
O 2.981 1.755 -0.558
H 3.475 1.253 -1.115
H 3.531 2.087 0.217
O -2.403 0.349 -1.366
H -3.121 0.858 -1.092
H -2.758 -0.393 -1.899
O 0.203 -0.773 3.533
H 0.623 -1.609 3.460
H -0.510 -1.086 4.303
O -0.061 2.287 0.933
H -0.966 2.773 1.211
H 0.174 2.618 -0.032
O -1.930 -2.083 2.290
H -2.800 -2.539 2.280
H -2.355 -1.201 2.426
O -0.485 -2.861 -0.482
H -1.509 -2.658 -0.648
H -0.655 -3.426 0.309